DFT (the ωB97M-V functional and the def2-TZVPD basis) results for a structure of composition C10H22N4O10PS3 in a non-equilibrium geometry.

Each line ends with the natural charge from an NBO analysis.
Atoms and positions in Å:
N: 4.645 -2.210 2.155  -0.84
C: 3.284 -2.054 1.629  0.40
N: 2.517 -3.158 2.159  -0.84
N: 3.314 -2.063 0.151  -0.88
C: 2.778 -0.710 2.182  -0.70
S: 1.212 -0.112 1.572  2.33
O: 0.778 0.910 2.501  -0.98
O: 1.479 0.340 0.219  -1.00
N: 0.288 -1.414 1.631  -1.26
S: -0.724 -1.640 0.446  2.07
O: -1.487 -0.477 0.049  -0.99
O: -0.192 -2.443 -0.632  -0.97
P: -2.159 -2.942 1.421  0.58
S: -1.450 -4.492 2.356  -0.58
H: 5.120 -2.842 1.520  0.36
H: 5.139 -1.329 2.102  0.35
H: 3.080 -3.998 2.113  0.36
H: 1.663 -3.320 1.639  0.39
H: 3.367 -1.114 -0.201  0.37
H: 2.432 -2.420 -0.205  0.38
H: 3.456 0.097 1.891  0.22
H: 2.735 -0.765 3.269  0.26
H: -3.012 -3.227 0.347  -0.01
H: -2.858 -2.068 2.262  0.00
C: -0.476 0.564 -2.718  -0.63
C: 0.458 0.522 -3.895  0.07
C: -0.028 1.241 -5.137  -0.09
O: 0.593 0.501 -6.198  -0.50
C: 0.833 -0.755 -5.737  0.97
O: 1.177 -1.661 -6.427  -0.59
O: 0.622 -0.821 -4.411  -0.48
H: -0.052 0.071 -1.851  0.27
H: -0.683 1.600 -2.442  0.21
H: -1.416 0.063 -2.954  0.22
H: 1.451 0.881 -3.610  0.18
H: 0.279 2.282 -5.188  0.20
H: -1.113 1.170 -5.250  0.18
C: -2.122 4.278 1.126  -0.62
C: -2.660 3.275 2.112  0.07
C: -2.369 1.830 1.777  -0.11
O: -3.508 1.159 2.359  -0.49
C: -4.531 2.030 2.408  0.97
O: -5.659 1.748 2.669  -0.60
O: -4.105 3.285 2.126  -0.51
H: -2.341 5.297 1.445  0.21
H: -1.042 4.163 1.036  0.23
H: -2.578 4.125 0.147  0.22
H: -2.325 3.513 3.126  0.18
H: -1.445 1.451 2.204  0.25
H: -2.368 1.639 0.704  0.20

- gap between HOMO and LUMO (eV) = 8.76
- LUMO (eV) = 2.515
- HOMO energy (eV) = -6.24
- net charge = -1
- E_tot (eV) = -78959.776
- 2S+1 = 1

***

DFT (the ωB97M-V functional and the def2-TZVPD basis) results for a cluster of 2 separate species, C10H22Si in total in a non-equilibrium geometry.

Each line ends with the natural charge from an NBO analysis.
Atoms and positions in Å:
C: -0.687 1.302 0.690  -0.27
C: -0.271 0.062 0.707  -0.42
C: -2.353 2.253 -0.862  -0.59
C: 2.739 -1.079 0.634  -0.68
C: 2.166 0.413 -1.359  -0.69
C: 2.610 1.425 0.937  -0.69
C: -2.862 -1.773 0.536  -1.08
C: -0.396 -2.427 -1.100  -1.09
C: -2.118 1.766 0.570  -0.43
C: 2.246 0.233 0.116  0.24
Si: -0.950 -1.650 0.555  1.33
H: 0.018 2.128 0.701  0.19
H: -1.644 3.038 -1.118  0.20
H: -2.218 1.433 -1.563  0.20
H: -3.360 2.648 -0.975  0.21
H: 2.265 -1.911 0.122  0.22
H: 3.821 -1.161 0.480  0.21
H: 2.549 -1.173 1.700  0.22
H: 3.143 0.716 -1.753  0.21
H: 1.450 1.190 -1.623  0.22
H: 1.878 -0.514 -1.848  0.22
H: 3.698 1.557 0.950  0.22
H: 2.286 1.300 1.968  0.23
H: 2.178 2.338 0.535  0.21
H: -3.278 -1.225 -0.306  0.23
H: -3.191 -2.806 0.443  0.24
H: -3.303 -1.374 1.444  0.23
H: -1.119 -3.162 -1.444  0.24
H: -0.295 -1.679 -1.880  0.23
H: 0.558 -2.935 -1.005  0.23
H: -2.800 0.949 0.799  0.21
H: -2.302 2.586 1.268  0.20
H: -0.460 -2.467 1.682  -0.19

- energy relative to the best compared isomer or geometry (same formula, charge and spin) (kcal per mole) = 36.5
- gap between HOMO and LUMO (spin up / spin down) (eV) = 8.32 / 7.62
- LUMO (spin up / spin down) (eV) = 0.735 / 0.389
- HOMO energy (spin up / spin down) (eV) = -7.58 / -7.24
- net charge = 0
- E_tot (eV) = -18601.644
- 2S+1 = 1

***

DFT (the ωB97M-V functional and the def2-TZVPD basis) results for a structure of composition C10H23AuN5O6PS in a non-equilibrium geometry.

Each line ends with the natural charge from an NBO analysis.
Atoms and positions in Å:
Au: 1.163 0.007 1.504  0.63
N: 3.360 -2.255 5.572  -0.70
C: 3.779 -1.334 4.494  -0.59
P: 2.560 0.106 4.638  2.13
O: 2.070 -0.033 6.040  -1.14
O: 1.550 0.140 3.535  -1.13
C: 3.505 1.740 4.691  -0.59
N: 2.806 2.482 5.760  -0.69
H: 2.785 -1.644 6.225  0.49
H: 4.141 -2.696 6.073  0.46
H: 2.733 -2.996 5.234  0.45
H: 3.731 -1.809 3.516  0.27
H: 4.800 -1.002 4.670  0.26
H: 3.473 2.271 3.740  0.27
H: 4.543 1.579 4.976  0.25
H: 3.400 3.162 6.253  0.46
H: 2.448 1.732 6.413  0.49
H: 1.970 2.967 5.406  0.45
C: -5.882 0.569 -5.069  -0.62
C: -5.113 -0.173 -4.002  -0.63
S: -3.519 0.664 -3.730  2.15
O: -3.507 1.287 -2.422  -0.98
O: -3.153 1.498 -4.832  -0.93
C: -2.216 -0.646 -3.606  -0.65
C: -0.893 0.119 -3.587  -0.25
N: -0.064 -0.263 -2.466  -0.29
C: -0.071 0.328 -1.263  0.46
N: 0.783 -0.293 -0.438  -0.55
C: 1.346 -1.312 -1.137  -0.01
C: 0.823 -1.313 -2.402  0.15
N: 1.105 -2.247 -3.448  0.53
O: 0.451 -2.174 -4.460  -0.36
O: 1.974 -3.046 -3.205  -0.33
C: -0.870 1.514 -0.927  -0.71
H: -6.844 0.093 -5.242  0.24
H: -5.314 0.582 -5.995  0.24
H: -6.050 1.597 -4.764  0.23
H: -4.887 -1.194 -4.297  0.24
H: -5.619 -0.165 -3.041  0.26
H: -2.296 -1.323 -4.449  0.26
H: -2.405 -1.165 -2.670  0.24
H: -1.107 1.189 -3.506  0.25
H: -0.348 -0.056 -4.516  0.27
H: 2.081 -1.974 -0.729  0.25
H: -0.428 2.403 -1.379  0.26
H: -0.902 1.650 0.150  0.24
H: -1.895 1.434 -1.308  0.31

- energy relative to the best compared isomer or geometry (same formula, charge and spin) (kcal per mole) = 12.2
- gap between HOMO and LUMO (eV) = 8.69
- LUMO (eV) = -5.857
- HOMO energy (eV) = -14.55
- net charge = +2
- E_tot (eV) = -54279.194
- 2S+1 = 1

***

DFT (the ωB97M-V functional and the def2-TZVPD basis) results for a structure of composition C10H23BBr8Na3O4 in a non-equilibrium geometry.

Each line ends with the natural charge from an NBO analysis.
Atoms and positions in Å:
Na: -1.619 -2.049 0.709  0.93
Na: 0.993 -2.544 -2.016  0.95
Na: -1.406 0.357 -2.449  0.93
C: -3.542 -1.712 -2.349  0.93
O: -3.082 -1.050 -3.364  -0.92
O: -2.792 -1.697 -1.233  -1.09
O: -4.612 -2.383 -2.371  -0.83
B: 0.476 -0.373 -0.225  -0.78
H: 1.627 -0.725 -0.035  -0.04
H: 0.007 -1.011 -1.097  -0.06
H: -0.228 -0.406 0.748  -0.10
H: 0.452 0.806 -0.544  -0.02
C: 0.904 -0.424 -4.918  -0.19
O: 0.390 -1.116 -3.879  -1.02
H: 0.500 -0.724 -5.912  0.12
H: 0.646 0.673 -4.894  0.08
H: 2.016 -0.475 -5.005  0.08
Br: 2.683 3.428 -3.121  -0.05
C: 2.434 1.576 -2.533  -0.43
C: 3.590 0.768 -3.019  -0.44
Br: 3.759 -0.870 -2.007  -0.03
H: 1.486 1.252 -2.939  0.25
H: 2.436 1.607 -1.452  0.24
H: 4.505 1.351 -2.927  0.22
H: 3.527 0.462 -4.057  0.24
Br: 3.769 -1.257 4.303  0.00
C: 2.056 -2.165 4.330  -0.46
C: 1.827 -2.810 2.982  -0.43
Br: 0.160 -3.836 3.098  -0.04
H: 1.277 -1.439 4.554  0.24
H: 2.076 -2.888 5.139  0.22
H: 2.622 -3.497 2.718  0.23
H: 1.652 -2.070 2.206  0.25
Br: -4.994 0.144 1.968  -0.01
C: -4.263 1.691 1.005  -0.43
C: -3.234 1.204 0.008  -0.44
Br: -2.203 2.764 -0.606  -0.06
H: -3.881 2.363 1.764  0.22
H: -5.126 2.126 0.513  0.23
H: -3.690 0.726 -0.855  0.28
H: -2.529 0.521 0.465  0.23
Br: 1.017 1.508 5.340  0.00
C: 0.084 2.314 3.870  -0.47
C: -0.189 1.362 2.738  -0.43
Br: -1.465 -0.027 3.274  -0.04
H: 0.649 3.174 3.514  0.23
H: -0.854 2.734 4.237  0.23
H: 0.689 0.787 2.460  0.24
H: -0.603 1.850 1.861  0.25

- energy relative to the best compared isomer or geometry (same formula, charge and spin) (kcal per mole) = 0.0
- gap between HOMO and LUMO (eV) = 4.18
- LUMO (eV) = 1.280
- HOMO energy (eV) = -2.90
- net charge = -1
- E_tot (eV) = -593202.225
- 2S+1 = 1

***

DFT (the ωB97M-V functional and the def2-TZVPD basis) results for a structure of composition C10H23BClFeLuO2 in a non-equilibrium geometry.

Each line ends with the natural charge from an NBO analysis.
Atoms and positions in Å:
Lu: 0.529 -1.163 -3.747  1.69
Cl: 1.922 -3.133 -3.494  -0.71
C: 1.892 0.508 -4.639  -1.35
C: -0.788 -1.508 -5.587  -1.37
H: 1.563 0.867 -5.628  0.19
H: 1.654 1.305 -3.923  0.21
H: 2.977 0.343 -4.663  0.19
H: -0.670 -0.780 -6.396  0.20
H: -1.764 -1.278 -5.153  0.20
H: -0.858 -2.492 -6.041  0.20
Fe: -1.128 0.338 -1.406  0.56
C: -2.175 -1.209 -0.948  -1.22
C: -1.915 1.528 -0.304  -1.20
H: -3.014 -1.401 -1.666  0.18
H: -1.445 -2.069 -0.994  0.20
H: -2.667 -1.094 0.057  0.19
H: -3.065 1.322 -0.288  0.16
H: -1.620 2.587 -0.072  0.17
C: 2.181 -0.663 2.205  -0.63
C: 0.662 -0.433 2.293  0.24
C: 0.012 -1.335 3.342  -0.62
O: 0.071 -0.819 1.042  -0.81
B: -0.107 0.368 0.264  0.67
O: 0.460 1.498 1.022  -0.81
C: 0.317 1.120 2.367  0.24
C: -1.156 1.351 2.765  -0.64
C: 1.195 2.033 3.221  -0.62
H: 2.404 -1.735 2.071  0.21
H: 2.652 -0.370 3.155  0.18
H: 2.642 -0.064 1.395  0.23
H: 0.363 -2.375 3.202  0.20
H: 0.330 -1.007 4.346  0.18
H: -1.092 -1.303 3.256  0.23
H: -1.238 1.255 3.858  0.17
H: -1.436 2.376 2.473  0.22
H: -1.860 0.640 2.276  0.25
H: 2.260 1.962 2.984  0.21
H: 0.863 3.067 3.084  0.21
H: 1.048 1.762 4.270  0.18

- energy relative to the best compared isomer or geometry (same formula, charge and spin) (kcal per mole) = 0.0
- gap between HOMO and LUMO (spin up / spin down) (eV) = 3.66 / 4.11
- LUMO (spin up / spin down) (eV) = 4.902 / 4.865
- HOMO energy (spin up / spin down) (eV) = 1.24 / 0.76
- ⟨S²⟩ = 6.07
- net charge = -2
- E_tot (eV) = -96041.136
- 2S+1 = 5